Entry from the Open Molecules 2025 dataset: one molecule with the formula C16H21NO2 in a non-equilibrium geometry (ωB97M-V with the def2-TZVPD basis set).

```
40
Properties=species:S:1:pos:R:3:lowdin_charge:R:1
C -0.60 -1.84 -4.00 -0.096
C -1.08 -1.36 -2.67 -0.168
C -1.46 -2.12 -1.60 -0.023
C -1.76 -1.60 -0.10 -0.115
C -2.39 -0.24 -0.07 -0.436
O -3.55 -0.14 -0.43 0.091
N -1.57 0.81 0.23 0.090
C -2.03 2.19 0.07 -0.008
C -1.38 3.35 0.49 -0.130
C -1.79 4.65 -0.07 -0.121
C -0.41 0.25 0.75 -0.319
O 0.52 0.93 1.21 0.093
C -0.54 -1.27 0.81 -0.319
C 0.70 -1.93 0.26 -0.035
C 1.75 -1.37 -0.45 -0.139
C 2.93 -1.98 -1.05 -0.100
C -0.80 -1.76 2.26 0.013
C -0.74 -3.10 2.71 -0.127
C -1.36 -3.47 4.02 -0.135
H -0.78 -0.99 -4.74 0.105
H -1.05 -2.69 -4.35 0.040
H 0.42 -2.13 -3.81 0.066
H -1.20 -0.24 -2.63 0.121
H -1.66 -3.20 -1.88 0.129
H -2.43 -2.37 0.41 0.172
H -2.99 2.28 -0.56 0.147
H -0.55 3.25 1.25 0.118
H -2.43 5.17 0.65 0.079
H -0.92 5.26 -0.37 0.091
H -2.41 4.47 -0.91 0.058
H 0.88 -3.00 0.41 0.113
H 1.78 -0.29 -0.53 0.095
H 3.69 -1.22 -0.84 0.088
H 2.83 -2.21 -2.03 0.030
H 3.27 -2.94 -0.64 0.090
H -1.14 -1.05 2.90 0.078
H -0.53 -4.00 2.04 0.123
H -1.32 -2.60 4.71 0.082
H -2.35 -3.94 3.98 0.068
H -0.68 -4.28 4.47 0.092
```

## Properties
Gap between HOMO and LUMO: 9.538 eV
Net charge: 0
Maximum force: 0.10910 hartree/bohr
SMILES: C/C=C/[C@@H]1C(=O)N(/C=C/C)C(=O)C1(/C=C/C)/C=C/C
DFT total energy: -827.36229 Ha
Lowest unoccupied orbital energy: 0.8506 eV
HOMO: -8.688 eV
Energy relative to the best compared isomer or geometry (same formula, charge and spin): 5.759 eV